Record 1
Here is a 2-piece molecular cluster, C2H8N2O2 overall at a distorted geometry from the OMol25 dataset. Energies are from wB97M-V/def2-TZVPD.

- structure (SMILES) = NCNC=O.O
- total charge = 0
- HOMO-LUMO gap (eV) = 9.90
- E_HOMO (eV) = -9.46
- E_tot (Ha) = -340.9923
- multiplicity = 1

Geometry (Å):
N1 -0.34 1.51 -0.92
C1 0.79 0.61 -0.89
N2 0.71 -0.30 0.24
C2 1.77 -0.66 1.01
O1 2.93 -0.59 0.68
H1 -1.19 1.15 -0.51
H2 -0.25 2.46 -0.61
H3 1.68 1.22 -0.79
H4 0.84 0.08 -1.83
H5 -0.21 -0.51 0.60
H6 1.49 -1.02 2.01
O2 -2.50 -1.25 0.61
H7 -3.16 -0.63 0.28
H8 -2.55 -2.07 0.12

Record 2
Here is an isolated molecule of C6H10N2O at a distorted geometry from the OMol25 dataset. Energies are from wB97M-V/def2-TZVPD.

- structure (SMILES) = CC1=NN=C(C)COC1
- total charge = 0
- HOMO-LUMO gap (eV) = 9.38
- E_HOMO (eV) = -8.79
- E_tot (Ha) = -419.1900
- multiplicity = 1

Geometry (Å):
C1 2.00 -1.75 0.21
C2 1.16 -0.47 0.57
N1 0.38 -0.57 1.52
N2 -0.66 0.30 1.47
C3 -1.12 0.57 0.23
C4 -2.29 1.65 -0.04
C5 -1.03 -0.24 -0.97
O1 0.34 -0.05 -1.54
C6 1.27 0.56 -0.67
H1 1.52 -2.14 -0.85
H2 3.04 -1.41 0.11
H3 1.66 -2.71 0.76
H4 -1.71 2.30 -0.81
H5 -2.54 2.20 0.97
H6 -3.08 1.25 -0.74
H7 -1.77 -0.14 -1.79
H8 -1.10 -1.23 -0.82
H9 1.02 1.69 -0.40
H10 2.24 0.58 -1.08

Record 3
Here is a 2-piece molecular cluster, C5H16N2OS overall from the OMol25 dataset. Energies are from wB97M-V/def2-TZVPD.

- structure (SMILES) = C[C@H](CCS)NCN.O
- total charge = 0
- HOMO-LUMO gap (eV) = 8.85
- E_HOMO (eV) = -8.35
- E_tot (Ha) = -783.0245
- multiplicity = 1

Geometry (Å):
C1 -1.12 -2.09 -0.05
C2 -0.57 -0.85 -0.78
C3 0.93 -1.11 -1.12
C4 1.89 0.07 -0.98
S1 2.65 0.26 0.66
N1 -0.92 0.33 -0.02
C5 -1.03 1.62 -0.71
N2 -0.30 2.72 -0.12
H1 -0.59 -2.23 0.90
H2 -0.96 -3.00 -0.64
H3 -2.18 -1.95 0.15
H4 -1.11 -0.79 -1.72
H5 1.32 -1.93 -0.52
H6 0.97 -1.45 -2.16
H7 1.42 1.00 -1.31
H8 2.74 -0.09 -1.63
H9 1.57 0.02 1.41
H10 -0.42 0.41 0.86
H11 -0.70 1.50 -1.74
H12 -2.08 1.91 -0.73
H13 -0.61 2.89 0.83
H14 0.70 2.59 -0.13
O1 -0.19 0.05 2.98
H15 -0.44 0.62 3.73
H16 -0.96 -0.51 2.85

Record 4
Here is an isolated ion of composition C5H3N4O2S and charge -1 at a distorted geometry from the OMol25 dataset. Energies are from wB97M-V/def2-TZVPD.

- total charge = -1
- HOMO-LUMO gap (eV) = 7.92
- E_HOMO (eV) = -4.21
- E_tot (Ha) = -960.0823
- multiplicity = 1

Geometry (Å):
C1 -1.09 -0.49 2.50
C2 -0.35 0.30 -1.70
C3 0.36 0.00 0.29
C4 -1.03 0.10 0.31
C5 0.99 -0.36 1.52
N1 -1.75 -0.09 1.46
N2 0.29 -0.57 2.58
N3 -1.40 0.34 -0.98
N4 0.81 0.20 -1.00
O1 3.15 -0.66 -0.04
O2 2.89 1.09 1.61
S1 2.83 -0.36 1.41
H1 -1.72 -0.69 3.30
H2 -0.34 0.38 -2.71
H3 1.95 0.02 -1.16

Record 5
Here is a 7-piece molecular cluster, C46H41Br2N2O24 overall at a distorted geometry from the OMol25 dataset. Energies are from wB97M-V/def2-TZVPD.

- total charge = +1
- HOMO-LUMO gap (eV) = 7.05
- E_HOMO (eV) = -10.55
- E_tot (Ha) = -8840.3445
- multiplicity = 1

Geometry (Å):
C1 9.74 -5.07 0.36
C2 10.01 -3.45 0.38
C3 8.67 -2.74 -0.21
C4 7.68 -2.33 1.00
C5 6.99 -0.93 0.63
N1 7.67 0.23 1.17
C6 6.89 1.37 0.66
C7 5.72 0.77 -0.19
N2 5.82 -0.72 -0.18
C8 4.93 -1.68 -0.90
Br1 3.36 -0.71 -1.72
C9 4.30 -2.85 0.02
C10 3.19 -2.35 1.08
Br2 3.33 -4.09 -1.25
H1 10.77 -5.58 0.32
H2 9.17 -5.29 -0.62
H3 9.13 -5.38 1.29
H4 10.24 -3.06 1.43
H5 10.90 -3.19 -0.30
H6 9.04 -1.74 -0.69
H7 8.11 -3.37 -0.99
H8 6.96 -3.15 1.34
H9 8.36 -2.12 1.92
H10 8.52 0.28 1.76
H11 7.13 2.47 0.83
H12 4.96 1.44 -0.71
H13 5.48 -2.16 -1.80
H14 5.06 -3.51 0.55
H15 3.20 -1.23 1.31
H16 2.14 -2.63 0.67
H17 3.32 -3.01 2.03
C11 11.88 -8.94 1.55
C12 11.91 -10.26 1.75
C13 11.37 -10.86 3.00
O1 11.39 -12.07 3.15
C14 10.82 -9.96 4.02
C15 10.80 -8.64 3.82
C16 11.32 -8.04 2.56
O2 11.26 -6.83 2.40
O3 10.29 -7.79 4.76
O4 12.44 -11.11 0.82
H18 12.27 -8.49 0.65
H19 10.45 -10.41 4.93
H20 10.39 -6.90 4.38
H21 12.34 -12.00 1.21
C17 -1.88 -0.91 -3.50
C18 -0.55 -0.89 -3.41
C19 0.32 -1.22 -4.58
O5 1.53 -1.17 -4.47
C20 -0.34 -1.60 -5.84
C21 -1.67 -1.63 -5.93
C22 -2.53 -1.27 -4.77
O6 -3.75 -1.29 -4.89
O7 -2.29 -1.98 -7.09
O8 0.08 -0.56 -2.24
H22 -2.52 -0.67 -2.66
H23 0.30 -1.85 -6.67
H24 -3.25 -1.92 -6.90
H25 1.04 -0.62 -2.44
C23 -7.34 0.64 -1.98
C24 -8.12 1.73 -1.96
C25 -8.10 2.72 -3.08
O9 -8.83 3.69 -3.03
C26 -7.17 2.48 -4.19
C27 -6.40 1.40 -4.21
C28 -6.44 0.39 -3.11
O10 -5.72 -0.59 -3.17
O11 -5.53 1.16 -5.24
O12 -8.96 1.97 -0.92
H26 -7.35 -0.08 -1.18
H27 -7.16 3.22 -4.99
H28 -5.09 0.32 -5.02
H29 -9.41 2.81 -1.14
C29 -8.78 6.05 -5.05
C30 -9.55 7.14 -5.03
C31 -9.53 8.13 -6.14
O13 -10.27 9.10 -6.10
C32 -8.61 7.89 -7.26
C33 -7.83 6.81 -7.28
C34 -7.87 5.80 -6.18
O14 -7.16 4.81 -6.24
O15 -6.97 6.57 -8.31
O16 -10.40 7.38 -3.99
H30 -8.78 5.32 -4.25
H31 -8.59 8.63 -8.05
H32 -6.52 5.73 -8.09
H33 -10.84 8.22 -4.21
C35 -5.73 1.41 3.01
C36 -5.89 1.63 4.32
C37 -6.80 2.70 4.82
O17 -6.95 2.86 6.02
C38 -7.49 3.53 3.82
C39 -7.32 3.32 2.52
C40 -6.43 2.23 2.02
O18 -6.32 2.05 0.82
O19 -7.95 4.08 1.59
O20 -5.24 0.88 5.25
H34 -5.07 0.63 2.64
H35 -8.13 4.32 4.20
H36 -7.67 3.73 0.72
H37 -5.53 1.23 6.12
C41 -1.34 4.09 7.06
C42 -1.89 4.61 8.17
C43 -3.34 4.95 8.24
O21 -3.81 5.40 9.27
C44 -4.15 4.72 7.04
C45 -3.61 4.21 5.93
C46 -2.16 3.85 5.87
O22 -1.70 3.36 4.85
O23 -4.35 4.00 4.81
O24 -1.14 4.84 9.28
H38 -0.29 3.84 7.00
H39 -5.20 4.99 7.09
H40 -3.73 3.62 4.15
H41 -1.76 5.21 9.94

Record 6
Here is an isolated molecule of C19H21N3O3 from the OMol25 dataset. Energies are from wB97M-V/def2-TZVPD.

- structure (SMILES) = COc1cccc(NC(=O)[C@@H](c2ccccc2)N2CCNC(=O)C2)c1
- total charge = 0
- HOMO-LUMO gap (eV) = 8.73
- E_HOMO (eV) = -8.16
- E_tot (Ha) = -1126.6293
- multiplicity = 1

Geometry (Å):
C1 5.25 2.41 -0.70
O1 5.72 1.09 -0.56
C2 4.83 0.12 -0.22
C3 5.34 -1.17 -0.09
C4 4.51 -2.21 0.24
C5 3.16 -2.00 0.47
C6 2.64 -0.71 0.35
N1 1.28 -0.54 0.59
C7 0.52 0.58 0.48
O2 0.91 1.68 0.16
C8 -0.95 0.31 0.88
C9 -1.91 1.31 0.30
C10 -1.78 1.77 -1.01
C11 -2.72 2.64 -1.54
C12 -3.80 3.06 -0.78
C13 -3.93 2.62 0.52
C14 -2.99 1.75 1.06
N2 -1.30 -1.09 0.62
C15 -2.39 -1.62 1.42
C16 -3.68 -1.77 0.61
N3 -3.41 -2.69 -0.47
C17 -2.22 -2.66 -1.11
O3 -1.87 -3.50 -1.90
C18 -1.42 -1.41 -0.80
C19 3.47 0.35 0.01
H1 4.50 2.49 -1.49
H2 4.83 2.79 0.24
H3 6.13 3.00 -0.97
H4 6.40 -1.32 -0.27
H5 4.91 -3.21 0.34
H6 2.51 -2.82 0.73
H7 0.76 -1.37 0.85
H8 -0.95 0.42 1.98
H9 -0.93 1.48 -1.60
H10 -2.61 2.99 -2.56
H11 -4.53 3.73 -1.20
H12 -4.76 2.95 1.13
H13 -3.09 1.42 2.08
H14 -2.10 -2.63 1.76
H15 -2.55 -1.00 2.29
H16 -3.98 -0.79 0.21
H17 -4.49 -2.15 1.23
H18 -4.00 -3.50 -0.61
H19 -0.42 -1.52 -1.24
H20 -1.94 -0.60 -1.35
H21 3.04 1.33 -0.08

Record 7
Here is C33H85BrClGaN6O2P as an isolated structure from the OMol25 dataset. Energies are from wB97M-V/def2-TZVPD.

- total charge = -1
- HOMO-LUMO gap (eV) = 6.66
- E_HOMO (eV) = -4.50
- E_tot (Ha) = -7087.7744
- multiplicity = 1

Geometry (Å):
N1 8.66 -0.84 0.23
C1 8.95 -0.97 -1.21
C2 7.73 -1.22 -2.12
O1 7.80 -0.28 -3.19
C3 6.39 -1.21 -1.41
Ga1 5.62 0.59 -0.82
Br1 5.62 2.28 -2.54
P1 3.31 0.22 -0.29
O2 3.19 -1.41 0.04
Cl1 2.19 0.42 -2.08
H1 9.54 -0.90 0.72
H2 8.30 0.09 0.42
H3 9.65 -1.79 -1.32
H4 9.45 -0.09 -1.62
H5 7.87 -2.22 -2.55
H6 6.90 0.01 -3.39
H7 6.50 -1.81 -0.51
H8 5.66 -1.73 -2.02
H9 6.25 1.20 0.50
H10 3.41 -1.94 -0.75
C4 -1.54 0.97 -0.76
C5 -1.98 1.96 0.31
N2 -1.14 1.93 1.49
C6 -1.70 2.65 2.61
C7 -1.88 4.17 2.46
C8 0.28 2.11 1.24
C9 0.73 3.40 0.54
H11 -1.46 -0.04 -0.36
H12 -2.27 0.96 -1.58
H13 -0.57 1.24 -1.20
H14 -3.00 1.69 0.62
H15 -2.05 2.96 -0.14
H16 -1.09 2.45 3.49
H17 -2.68 2.21 2.82
H18 -0.93 4.70 2.53
H19 -2.52 4.55 3.27
H20 -2.36 4.44 1.52
H21 0.64 1.27 0.65
H22 0.81 2.02 2.20
H23 0.10 3.64 -0.32
H24 1.75 3.27 0.17
H25 0.74 4.26 1.21
C10 4.34 -1.49 3.11
C11 4.47 -2.47 4.26
N3 3.48 -2.26 5.31
C12 3.75 -3.01 6.52
C13 3.70 -4.54 6.45
C14 2.10 -2.23 4.86
C15 1.56 -3.46 4.12
H26 4.37 -0.46 3.47
H27 5.16 -1.63 2.41
H28 3.41 -1.63 2.55
H29 5.46 -2.35 4.72
H30 4.44 -3.49 3.86
H31 3.06 -2.66 7.29
H32 4.75 -2.71 6.87
H33 2.68 -4.91 6.39
H34 4.14 -4.96 7.36
H35 4.26 -4.93 5.61
H36 1.97 -1.36 4.22
H37 1.47 -2.03 5.74
H38 2.25 -3.82 3.36
H39 0.63 -3.20 3.61
H40 1.33 -4.29 4.80
C16 -5.81 3.49 2.03
C17 -6.84 2.91 2.99
N4 -7.20 1.53 2.69
C18 -8.37 1.08 3.41
C19 -8.29 0.98 4.94
C20 -6.08 0.60 2.62
C21 -5.17 0.46 3.85
H41 -6.15 3.40 0.99
H42 -5.67 4.55 2.24
H43 -4.84 3.00 2.12
H44 -7.75 3.51 2.92
H45 -6.47 3.03 4.02
H46 -8.65 0.10 3.01
H47 -9.19 1.75 3.16
H48 -7.69 0.13 5.27
H49 -9.29 0.85 5.35
H50 -7.87 1.88 5.39
H51 -5.46 0.88 1.77
H52 -6.48 -0.38 2.36
H53 -4.91 1.43 4.27
H54 -4.24 -0.03 3.56
H55 -5.63 -0.14 4.63
C22 3.57 4.40 -8.78
C23 3.72 3.38 -7.65
N5 2.71 3.53 -6.62
C24 3.01 2.77 -5.41
C25 3.03 1.24 -5.51
C26 1.34 3.49 -7.07
C27 0.86 2.24 -7.83
H56 3.56 5.41 -8.39
H57 4.41 4.30 -9.47
H58 2.66 4.24 -9.36
H59 4.69 3.53 -7.19
H60 3.73 2.37 -8.09
H61 2.31 3.07 -4.64
H62 3.99 3.10 -5.05
H63 2.03 0.82 -5.58
H64 3.48 0.84 -4.61
H65 3.62 0.89 -6.36
H66 1.16 4.36 -7.71
H67 0.70 3.65 -6.20
H68 1.58 1.93 -8.59
H69 -0.08 2.46 -8.35
H70 0.68 1.40 -7.17
C28 -4.37 -1.64 0.40
C29 -3.58 -2.53 -0.54
N6 -3.89 -3.94 -0.40
C30 -2.95 -4.81 -1.08
C31 -2.86 -4.73 -2.61
C32 -5.29 -4.29 -0.54
C33 -6.01 -3.91 -1.84
H71 -4.24 -1.95 1.44
H72 -4.02 -0.61 0.31
H73 -5.44 -1.63 0.18
H74 -2.52 -2.40 -0.32
H75 -3.73 -2.17 -1.57
H76 -3.16 -5.84 -0.79
H77 -1.96 -4.59 -0.67
H78 -3.72 -5.20 -3.10
H79 -1.97 -5.25 -2.95
H80 -2.79 -3.70 -2.96
H81 -5.84 -3.83 0.29
H82 -5.39 -5.37 -0.38
H83 -5.78 -2.89 -2.15
H84 -7.09 -3.97 -1.70
H85 -5.75 -4.58 -2.67

Record 8
Here is C12H15DyN2O as an isolated structure at a distorted geometry from the OMol25 dataset. Energies are from wB97M-V/def2-TZVPD.

- total charge = -1
- HOMO-LUMO gap (alpha / beta) (eV) = 4.56 / 6.03
- E_HOMO (alpha / beta) (eV) = -1.48 / -3.15
- E_tot (Ha) = -1535.8857
- multiplicity = 7

Geometry (Å):
C1 -1.52 0.22 -1.69
C2 -2.44 0.73 -0.72
C3 -3.07 -0.39 -0.08
C4 -2.54 -1.59 -0.67
C5 -1.58 -1.22 -1.66
Dy1 -0.59 -0.54 0.51
N1 0.83 1.15 -0.21
C6 1.61 2.39 -0.14
C7 1.20 3.22 0.99
H1 -3.86 -0.34 0.66
H2 -2.62 1.78 -0.52
H3 -2.90 -2.61 -0.49
H4 -1.06 -1.89 -2.36
H5 -0.93 0.81 -2.39
H6 0.34 3.87 0.88
H7 1.52 2.97 -1.07
H8 0.96 0.78 -1.16
H9 1.60 2.96 1.97
H10 2.65 2.11 0.14
O1 0.96 -1.88 0.96
N2 2.13 -2.33 1.51
C8 3.04 -2.89 0.70
C9 4.33 -3.10 1.18
C10 4.62 -2.80 2.52
C11 3.61 -2.32 3.35
C12 2.34 -2.12 2.83
H11 2.74 -3.10 -0.33
H12 5.09 -3.49 0.51
H13 5.64 -2.93 2.90
H14 3.80 -2.11 4.40
H15 1.50 -1.75 3.43

Record 9
Here is a 2-piece molecular cluster, C12H17N2P overall at a distorted geometry from the OMol25 dataset. Energies are from wB97M-V/def2-TZVPD.

- total charge = 0
- HOMO-LUMO gap (alpha / beta) (eV) = 7.86 / 7.31
- E_HOMO (alpha / beta) (eV) = -8.26 / -7.62
- E_tot (Ha) = -918.0998
- multiplicity = 1

Geometry (Å):
C1 -4.93 1.24 -1.39
C2 -4.52 0.99 -0.05
C3 -4.04 1.17 -2.44
C4 -3.25 0.56 0.15
C5 -2.74 0.69 -2.18
C6 -2.32 0.51 -0.90
C7 3.45 -0.05 3.50
C8 3.30 0.44 -1.08
C9 2.91 -0.44 2.35
C10 2.48 -0.56 -1.31
C11 1.49 -0.70 2.22
C12 1.09 -0.41 -1.74
N1 0.28 -2.28 0.26
N2 0.99 -0.06 1.02
P1 0.20 -0.83 -0.19
H1 -5.90 1.85 -1.48
H2 -5.34 0.89 0.58
H3 -4.49 1.21 -3.46
H4 -2.90 0.23 1.14
H5 -2.10 0.63 -3.04
H6 4.52 0.14 3.73
H7 2.81 0.06 4.42
H8 4.39 0.19 -0.71
H9 2.96 1.50 -1.13
H10 3.55 -0.65 1.57
H11 2.81 -1.52 -1.03
H12 1.05 -0.53 3.15
H13 1.40 -1.76 1.99
H14 0.74 -1.10 -2.56
H15 0.80 0.64 -2.15
H16 0.06 -2.95 -0.40
H17 1.24 0.91 1.15

Record 10
Here is an isolated molecule of C10H15N5O5 at a distorted geometry from the OMol25 dataset. Energies are from wB97M-V/def2-TZVPD.

- structure (SMILES) = CCOC(=O)N1CCN(C(=O)c2c(N)no[n+]2[O-])CC1
- total charge = 0
- HOMO-LUMO gap (eV) = 9.31
- E_HOMO (eV) = -9.21
- E_tot (Ha) = -1039.9480
- multiplicity = 1

Geometry (Å):
C1 5.62 0.23 -0.05
C2 4.36 -0.14 -0.82
O1 3.19 -0.01 -0.02
C3 2.69 1.24 0.08
O2 3.14 2.21 -0.48
N1 1.61 1.28 0.90
C4 1.04 0.09 1.51
C5 -0.44 0.35 1.81
N2 -1.03 1.05 0.69
C6 -1.65 0.50 -0.37
O3 -1.86 1.13 -1.40
C7 -2.11 -0.91 -0.34
C8 -2.29 -1.68 -1.55
N3 -1.88 -1.29 -2.77
N4 -2.83 -2.83 -1.26
O4 -3.04 -2.86 0.07
N5 -2.61 -1.66 0.63
O5 -2.75 -1.50 1.83
C9 -0.53 2.41 0.54
C10 0.90 2.51 1.10
H1 6.49 0.06 -0.66
H2 5.69 -0.36 0.86
H3 5.58 1.29 0.22
H4 4.38 -1.20 -1.12
H5 4.27 0.49 -1.71
H6 1.57 -0.16 2.43
H7 1.15 -0.75 0.81
H8 -0.96 -0.58 2.03
H9 -0.55 0.99 2.69
H10 -2.21 -1.82 -3.55
H11 -1.78 -0.29 -2.88
H12 -0.54 2.64 -0.53
H13 -1.19 3.10 1.06
H14 0.88 2.74 2.17
H15 1.45 3.30 0.59

Record 11
Here is an isolated molecule of C6H12N2 at a distorted geometry from the OMol25 dataset. Energies are from wB97M-V/def2-TZVPD.

- structure (SMILES) = C/C=C(C)\C(N)=C/N
- total charge = 0
- HOMO-LUMO gap (eV) = 8.15
- E_HOMO (eV) = -7.09
- E_tot (Ha) = -345.2961
- multiplicity = 1

Geometry (Å):
C1 -1.49 -0.47 1.55
C2 -0.83 -1.15 0.39
C3 -0.13 -0.57 -0.59
C4 0.32 -1.31 -1.81
C5 0.31 0.83 -0.50
N1 -0.05 1.66 -1.58
C6 1.04 1.28 0.54
N2 1.80 0.49 1.41
H1 -2.56 -0.71 1.57
H2 -1.07 -0.83 2.49
H3 -1.37 0.61 1.50
H4 -1.04 -2.21 0.32
H5 0.16 -0.72 -2.71
H6 1.39 -1.51 -1.74
H7 -0.21 -2.26 -1.92
H8 0.16 2.64 -1.42
H9 -1.01 1.54 -1.87
H10 1.26 2.34 0.63
H11 1.50 -0.48 1.39
H12 1.82 0.84 2.36

Which value of E_tot does entry 6 give?
-1126.6293 Ha

Number 1 is which compound?
C2H8N2O2

multiplicity of number 5 (C46H41Br2N2O24)?
1

Look up the E_tot of the fifth one.
-8840.3445 Ha